Record 1
The following is a DFT calculation (ωB97M-V with the def2-TZVPD basis set) of a molecular structure, C46H40GeIrN4O3PSSe.

Properties
Energy above the lowest of the compared OMol25 structures with the same formula, charge and spin: 1.242 eV
Largest force on an atom: 1.25 eV/Å
Lowest unoccupied orbital energy (spin up / spin down): -3.16 / -4.80 eV
Net charge: +1
HOMO-LUMO gap (spin up / spin down): 6.72 / 5.07 eV
E_HOMO (spin up / spin down): -9.884 / -9.866 eV
Multiplicity: 2

Element x y z (Å)
Ir  -0.579  -0.037  0.617
O  -1.766  1.107  3.153
N  -1.471  1.512  1.874
C  -1.356  2.780  1.800
C  -1.279  3.568  0.571
C  -1.185  4.945  0.777
C  -1.255  5.837  -0.279
C  -1.462  5.350  -1.557
C  -1.564  3.982  -1.771
C  -1.446  3.066  -0.731
P  -1.676  1.276  -1.088
C  -1.020  1.064  -2.773
C  -1.580  0.074  -3.582
C  -1.061  -0.184  -4.843
C  0.027  0.542  -5.309
C  0.607  1.510  -4.501
C  0.099  1.760  -3.235
C  -3.487  1.177  -1.261
C  -4.150  1.690  -2.377
C  -5.533  1.657  -2.441
C  -6.267  1.126  -1.388
C  -5.617  0.632  -0.268
C  -4.230  0.658  -0.203
H  -1.987  0.159  3.047
H  -1.450  3.328  2.735
H  -1.072  5.316  1.788
H  -1.175  6.900  -0.099
H  -1.552  6.030  -2.393
H  -1.741  3.634  -2.779
H  -2.440  -0.489  -3.238
H  -1.519  -0.943  -5.463
H  0.422  0.353  -6.299
H  1.459  2.077  -4.856
H  0.571  2.509  -2.613
H  -3.591  2.107  -3.205
H  -6.040  2.049  -3.313
H  -7.347  1.100  -1.442
H  -6.184  0.222  0.557
H  -3.727  0.264  0.671
C  1.527  1.462  3.121
Ge  0.999  -0.374  2.649
C  0.188  -1.087  4.289
C  -0.220  -2.414  4.426
C  -0.743  -2.886  5.622
C  -0.863  -2.037  6.712
C  -0.461  -0.714  6.597
C  0.054  -0.247  5.397
C  2.449  -1.610  2.093
C  2.062  -2.901  1.835
C  2.962  -3.891  1.387
C  4.268  -3.573  1.177
C  4.730  -2.258  1.426
C  6.092  -1.925  1.210
C  6.556  -0.666  1.449
C  5.668  0.323  1.925
C  4.352  0.028  2.140
C  3.827  -1.268  1.898
H  2.167  1.434  4.004
H  0.634  2.028  3.385
H  2.049  1.981  2.322
H  -0.130  -3.108  3.604
H  -1.052  -3.920  5.703
H  -1.266  -2.404  7.646
H  -0.547  -0.045  7.443
H  0.349  0.793  5.333
H  1.028  -3.196  1.964
H  2.602  -4.897  1.208
H  4.973  -4.315  0.823
H  6.762  -2.701  0.860
H  7.599  -0.425  1.289
H  6.037  1.319  2.131
H  3.700  0.800  2.514
S  1.496  0.988  -0.096
C  2.259  0.675  -1.601
N  1.784  -0.023  -2.649
C  2.469  -0.251  -3.797
C  3.726  0.238  -3.953
C  4.275  0.983  -2.892
C  3.563  1.202  -1.746
H  0.852  -0.417  -2.559
H  1.947  -0.834  -4.541
H  4.273  0.053  -4.864
H  5.277  1.384  -2.977
H  3.978  1.759  -0.919
O  -1.574  -3.066  1.456
N  -2.326  -2.277  1.935
O  -2.137  -1.012  1.618
Se  0.095  -1.950  -0.542
C  -1.367  -2.775  -1.442
C  -2.683  -2.348  -1.385
C  -3.627  -3.036  -2.133
N  -3.340  -4.087  -2.899
C  -2.075  -4.494  -2.931
C  -1.050  -3.878  -2.226
H  -2.976  -1.506  -0.773
H  -4.665  -2.724  -2.112
H  -1.863  -5.359  -3.550
H  -0.038  -4.257  -2.288



Record 2
The following is a DFT calculation (ωB97M-V with the def2-TZVPD basis set) of a molecular structure, C46H40N8O3Si2Ta.

Properties
Largest force on an atom: 0.96 eV/Å
Lowest unoccupied orbital energy (spin up / spin down): -4.46 / -4.46 eV
Net charge: +1
HOMO-LUMO gap (spin up / spin down): 4.59 / 4.59 eV
E_HOMO (spin up / spin down): -9.055 / -9.056 eV

Element x y z (Å)
Ta  -0.086  0.096  0.094
C  1.014  5.528  -3.486
C  2.365  5.140  -3.405
C  2.772  4.129  -2.559
C  1.785  3.503  -1.801
C  1.848  2.432  -0.833
N  2.970  1.908  -0.399
C  2.971  0.970  0.510
C  4.168  0.541  1.191
C  5.486  0.976  1.092
C  6.415  0.339  1.888
C  6.042  -0.695  2.768
C  4.731  -1.113  2.870
C  3.801  -0.476  2.054
C  2.378  -0.661  1.906
N  1.702  -1.527  2.624
C  0.395  -1.532  2.695
N  -0.474  -0.675  2.035
C  -1.729  -0.844  2.618
N  -2.801  -0.131  2.407
C  -2.799  0.917  1.611
N  -1.748  1.383  0.862
C  -2.217  2.469  0.148
N  -1.557  3.203  -0.719
C  -0.278  3.050  -0.957
N  0.583  2.143  -0.359
C  0.455  3.886  -1.878
C  0.043  4.916  -2.720
C  -3.608  2.707  0.472
C  -4.512  3.663  0.022
C  -5.793  3.606  0.535
C  -6.160  2.626  1.477
C  -5.255  1.682  1.924
C  -3.970  1.741  1.397
C  -1.663  -1.906  3.590
C  -2.644  -2.467  4.401
C  -2.254  -3.493  5.236
C  -0.919  -3.938  5.278
C  0.054  -3.365  4.486
C  -0.349  -2.343  3.630
N  1.887  0.224  0.954
H  0.736  6.328  -4.159
H  3.096  5.650  -4.019
H  3.810  3.831  -2.485
H  5.763  1.775  0.416
H  7.454  0.639  1.838
H  6.801  -1.167  3.377
H  4.434  -1.905  3.546
H  -0.996  5.216  -2.768
H  -4.219  4.416  -0.699
H  -6.531  4.329  0.211
H  -7.173  2.617  1.860
H  -5.530  0.925  2.649
H  -3.667  -2.114  4.367
H  -2.987  -3.968  5.874
H  -0.654  -4.745  5.949
H  1.085  -3.692  4.519
O  -4.621  -0.349  -1.597
C  -4.142  0.255  -2.705
C  -4.990  0.678  -3.725
C  -4.475  1.307  -4.841
C  -3.106  1.538  -4.972
C  -2.264  1.128  -3.964
C  -2.762  0.478  -2.826
C  -1.823  0.082  -1.793
O  -2.087  -0.567  -0.747
O  -0.565  0.451  -1.880
H  -5.580  -0.424  -1.666
H  -6.057  0.508  -3.633
H  -5.152  1.625  -5.624
H  -2.713  2.033  -5.849
H  -1.197  1.298  -4.036
C  -2.117  -3.202  0.444
Si  -0.758  -3.225  -0.833
C  -0.053  -4.940  -0.567
C  -1.474  -3.095  -2.561
C  0.595  -1.897  -0.558
Si  1.921  -1.912  -1.951
C  3.609  -1.540  -1.246
C  1.644  -0.702  -3.339
C  2.098  -3.582  -2.753
H  -2.796  -4.025  0.194
H  -2.711  -2.293  0.489
H  -1.710  -3.425  1.436
H  -0.865  -5.589  -0.222
H  0.721  -4.949  0.209
H  0.367  -5.386  -1.466
H  -2.566  -3.161  -2.529
H  -1.108  -3.909  -3.191
H  -1.212  -2.161  -3.066
H  1.167  -2.292  0.299
H  3.842  -0.472  -1.251
H  4.353  -2.033  -1.881
H  3.747  -1.924  -0.229
H  1.534  0.334  -3.012
H  0.774  -0.959  -3.951
H  2.533  -0.755  -3.979
H  2.349  -4.360  -2.031
H  2.927  -3.505  -3.465
H  1.212  -3.894  -3.310



Record 3
The following is a DFT calculation (ωB97M-V with the def2-TZVPD basis set) of a molecular structure, C46H40N9O6PY.

Properties
Energy above the lowest of the compared OMol25 structures with the same formula, charge and spin: 0.000 eV
Largest force on an atom: 0.15 eV/Å
Lowest unoccupied orbital energy: -2.32 eV
Net charge: +1
HOMO-LUMO gap: 8.02 eV
E_HOMO: -10.342 eV

Element x y z (Å)
Y  0.522  0.155  1.156
O  -1.778  2.829  3.355
C  -1.207  1.773  3.245
O  -0.064  1.613  2.606
C  -1.776  0.475  3.827
C  -0.663  -0.478  4.280
C  -1.221  -1.583  5.171
C  -1.967  -2.468  4.144
C  -1.707  -1.722  2.841
O  -0.348  -1.204  3.046
C  -2.526  -0.427  2.774
C  -2.535  0.176  1.365
O  -3.393  0.965  1.038
O  -1.544  -0.216  0.601
H  -2.439  0.746  4.645
H  0.230  0.019  4.650
H  -1.870  -1.178  5.946
H  -0.417  -2.133  5.658
H  -3.034  -2.553  4.345
H  -1.548  -3.471  4.106
H  -1.727  -2.316  1.933
H  -3.562  -0.577  3.072
N  2.438  -0.136  2.817
C  3.828  -0.430  2.506
C  4.653  -0.961  3.492
C  5.976  -1.251  3.212
C  6.491  -1.001  1.944
C  5.671  -0.470  0.966
C  4.330  -0.187  1.228
P  3.229  0.495  -0.058
C  3.476  -0.593  -1.496
C  3.221  -0.119  -2.783
C  3.222  -0.989  -3.865
C  3.477  -2.340  -3.674
C  3.752  -2.815  -2.398
C  3.752  -1.947  -1.316
C  3.979  2.079  -0.516
C  3.429  3.228  0.050
C  3.991  4.471  -0.202
C  5.097  4.573  -1.033
C  5.642  3.432  -1.610
C  5.089  2.189  -1.352
H  2.113  -0.811  3.504
H  2.354  0.774  3.270
H  4.253  -1.139  4.483
H  6.611  -1.665  3.984
H  7.526  -1.221  1.723
H  6.072  -0.286  -0.024
H  3.049  0.938  -2.954
H  3.034  -0.605  -4.860
H  3.482  -3.017  -4.518
H  3.971  -3.864  -2.243
H  3.973  -2.330  -0.327
H  2.551  3.158  0.683
H  3.560  5.358  0.244
H  5.532  5.542  -1.237
H  6.500  3.513  -2.265
H  5.515  1.308  -1.818
C  -2.140  4.587  -1.405
N  -1.110  3.574  -1.212
C  -0.810  2.897  -0.111
N  0.149  2.016  -0.387
C  0.384  2.213  -1.715
N  -0.358  3.146  -2.251
C  -3.542  4.017  -1.416
C  -4.614  4.900  -1.343
C  -5.915  4.425  -1.329
C  -6.159  3.062  -1.374
C  -5.089  2.179  -1.447
C  -3.782  2.655  -1.480
C  -5.352  0.744  -1.439
N  -6.455  0.143  -1.148
N  -6.209  -1.213  -1.272
C  -4.977  -1.327  -1.627
O  -4.364  -0.128  -1.761
C  -4.233  -2.558  -1.883
C  -4.880  -3.786  -1.741
C  -4.189  -4.959  -1.980
C  -2.849  -4.919  -2.352
C  -2.204  -3.700  -2.495
C  -0.737  -3.648  -2.843
N  0.041  -3.201  -1.685
C  0.226  -1.956  -1.272
N  0.785  -1.961  -0.070
C  0.914  -3.289  0.204
N  0.467  -4.070  -0.746
C  -2.901  -2.519  -2.266
H  -1.894  5.075  -2.346
H  -2.042  5.323  -0.606
H  -1.294  3.045  0.845
H  1.116  1.664  -2.284
H  -4.430  5.967  -1.286
H  -6.742  5.120  -1.268
H  -7.168  2.675  -1.342
H  -2.968  1.944  -1.503
H  -5.921  -3.799  -1.446
H  -4.690  -5.911  -1.875
H  -2.305  -5.839  -2.526
H  -0.531  -2.951  -3.655
H  -0.354  -4.628  -3.117
H  -0.069  -1.088  -1.841
H  1.344  -3.674  1.115
H  -2.414  -1.557  -2.380



Record 4
The following is a DFT calculation (ωB97M-V with the def2-TZVPD basis set) of a molecular structure, C46H41N6O2PSTi.

Properties
Energy above the lowest of the compared OMol25 structures with the same formula, charge and spin: 0.000 eV
Largest force on an atom: 0.51 eV/Å
Lowest unoccupied orbital energy (spin up / spin down): -3.64 / -3.89 eV
Net charge: +1
HOMO-LUMO gap (spin up / spin down): 6.41 / 6.15 eV
E_HOMO (spin up / spin down): -10.055 / -10.041 eV
Multiplicity: 2

Element x y z (Å)
Ti  -0.287  -0.372  1.060
C  -4.497  -3.817  0.188
C  -4.073  -3.562  1.483
C  -3.354  -2.406  1.764
C  -3.055  -1.505  0.750
C  -3.487  -1.758  -0.546
C  -4.205  -2.911  -0.825
N  -2.288  -0.334  1.055
C  -2.964  0.722  1.601
C  -4.361  0.902  1.606
C  -4.889  2.047  2.155
C  -4.084  3.049  2.729
C  -2.723  2.881  2.769
C  -2.176  1.724  2.201
N  -0.843  1.352  2.253
N  -0.043  2.062  2.918
C  1.225  1.474  2.955
C  2.224  2.051  3.722
C  3.438  1.398  3.808
C  3.606  0.188  3.145
C  2.561  -0.312  2.394
N  1.395  0.330  2.273
H  -5.058  -4.716  -0.033
H  -4.306  -4.258  2.279
H  -3.016  -2.192  2.772
H  -3.242  -1.052  -1.326
H  -4.539  -3.103  -1.836
H  -5.002  0.149  1.169
H  -5.964  2.183  2.145
H  -4.540  3.934  3.148
H  -2.068  3.615  3.217
H  2.018  2.978  4.239
H  4.241  1.814  4.402
H  4.531  -0.367  3.217
H  2.632  -1.258  1.879
C  3.097  -3.121  -1.700
C  3.468  -2.549  -0.336
C  4.516  -3.412  0.362
C  3.951  -1.094  -0.411
C  5.007  -0.837  -1.487
O  4.253  -0.222  -2.542
C  3.106  0.223  -1.965
N  2.857  -0.165  -0.780
C  2.333  1.143  -2.831
C  2.956  1.502  -4.033
C  2.397  2.419  -4.899
C  1.195  3.019  -4.567
C  0.563  2.663  -3.391
C  1.090  1.709  -2.515
P  0.040  1.485  -1.001
C  0.323  3.143  -0.289
C  -0.505  4.254  -0.409
C  -0.131  5.466  0.156
C  1.079  5.585  0.824
C  1.924  4.489  0.919
C  1.546  3.274  0.372
C  -1.619  1.436  -1.774
C  -1.777  0.663  -2.927
C  -3.016  0.543  -3.533
C  -4.124  1.180  -2.987
C  -3.984  1.920  -1.823
C  -2.741  2.045  -1.217
H  2.620  -4.096  -1.580
H  3.980  -3.267  -2.325
H  2.397  -2.477  -2.231
H  2.559  -2.542  0.275
H  5.458  -3.422  -0.193
H  4.175  -4.445  0.442
H  4.728  -3.049  1.371
H  4.341  -0.807  0.566
H  5.482  -1.732  -1.880
H  5.774  -0.132  -1.164
H  3.907  1.055  -4.275
H  2.908  2.674  -5.818
H  0.745  3.761  -5.215
H  -0.375  3.143  -3.150
H  -1.436  4.193  -0.955
H  -0.785  6.324  0.062
H  1.368  6.534  1.257
H  2.880  4.580  1.419
H  2.212  2.418  0.434
H  -0.921  0.166  -3.370
H  -3.116  -0.047  -4.434
H  -5.092  1.092  -3.463
H  -4.842  2.407  -1.379
H  -2.662  2.619  -0.303
O  -0.063  -2.033  2.183
N  -0.323  -3.238  1.653
C  -0.512  -4.253  2.522
C  -0.790  -5.510  2.070
C  -0.875  -5.723  0.690
C  -0.671  -4.676  -0.173
C  -0.384  -3.391  0.309
S  -0.084  -2.028  -0.692
H  -0.435  -3.968  3.560
H  -0.943  -6.309  2.780
H  -1.103  -6.707  0.303
H  -0.734  -4.803  -1.244